[1]
Here is a molecular structure, C18H11AsBr2N5O6PdS from OMol25. Energies are from ωB97M-V/def2-TZVPD.

Each line ends with the Mulliken charge.
CARTESIAN COORDINATES (ANGSTROEM)
Pd  0.89131  0.57060  1.23199  0.94
O  -1.03988  3.78085  0.05987  -0.61
As  0.72648  3.63342  0.23108  0.38
O  0.98380  2.38841  -1.13262  -0.39
O  0.85582  2.51089  1.52278  -0.63
C  0.15128  2.42829  -2.19636  -0.12
C  0.32718  3.38909  -3.18943  -0.45
C  -0.52592  3.44563  -4.27697  -0.49
C  -1.57285  2.54300  -4.39492  -0.63
C  -1.75199  1.57809  -3.41653  -0.45
C  -0.89472  1.51174  -2.32631  -0.05
S  -1.12032  0.19065  -1.15973  2.07
O  -2.43993  -0.34018  -1.42156  -0.78
O  -0.01741  -0.71859  -1.38777  -0.70
O  -1.04787  0.82021  0.22435  -0.64
H  -1.42516  2.90349  0.23167  0.35
H  1.14555  4.09007  -3.08048  0.44
H  -0.37535  4.20468  -5.03530  0.36
H  -2.24541  2.58838  -5.24163  0.38
H  -2.55697  0.85925  -3.47801  0.48
Br  -5.15814  -1.71540  1.04819  -0.17
C  -3.45389  -1.40809  1.80030  0.03
C  -3.31460  -0.55951  2.88237  -0.42
C  -2.03611  -0.36442  3.38852  -0.44
N  -0.95251  -0.94331  2.89084  -0.48
C  -1.11510  -1.73631  1.83640  0.66
C  -2.34034  -2.01730  1.25171  -0.75
C  0.13578  -2.31574  1.27961  0.84
C  0.24189  -3.66953  1.00761  -0.44
C  1.43839  -4.14090  0.50092  0.00
Br  1.63112  -5.97998  0.12363  -0.18
C  2.48950  -3.27364  0.27616  -0.82
C  2.29044  -1.93559  0.56884  -0.49
N  1.14674  -1.46952  1.06544  0.03
H  -4.16648  -0.05547  3.31486  0.41
H  -1.88060  0.29812  4.23244  0.42
H  -2.41116  -2.62460  0.36112  0.47
H  -0.58923  -4.33052  1.20387  0.56
H  3.43756  -3.60439  -0.11977  0.47
H  3.07325  -1.21711  0.38427  0.55
N  2.59959  0.52661  2.25711  -0.68
C  3.74570  0.65897  2.05615  0.77
N  5.00712  0.82340  1.92513  -0.75
C  5.71920  -0.22392  1.52220  0.55
N  6.39425  -1.09986  1.17795  -0.58

Properties
- strongest force on any atom (eV/A) = 1.0
- 2S+1 = 1
- HOMO energy (eV) = -6.17
- energy relative to the best compared isomer or geometry (same formula, charge and spin) (kJ/mol) = 7.2
- charge = -1
- energy (eV) = -253822.2224

[2]
Here is 2 unconnected molecules or ions with the total composition C18H11Br2F4N2 in a non-equilibrium geometry from OMol25. Energies are from ωB97M-V/def2-TZVPD.

Each line ends with the Mulliken charge.
CARTESIAN COORDINATES (ANGSTROEM)
F  -2.98681  4.54173  1.35878  -0.28
C  -2.75450  3.18312  1.29661  0.24
C  -3.84835  2.32417  1.25669  -0.55
C  -3.55914  0.95487  1.18862  0.38
F  -4.61687  0.07318  1.21626  -0.28
C  -2.27243  0.46112  1.10252  -0.78
C  -1.15171  1.35821  1.08440  0.95
C  0.12897  0.78788  0.89371  0.29
C  1.40795  1.36754  1.06358  0.84
C  2.53288  0.47615  1.12834  -0.77
C  3.81640  0.97945  1.21136  0.30
F  4.87849  0.10440  1.25754  -0.28
C  4.09659  2.35119  1.25107  -0.58
C  2.99852  3.20607  1.24157  0.27
F  3.22341  4.56649  1.29523  -0.28
C  1.68448  2.76743  1.16081  -0.82
C  -1.43642  2.74950  1.26048  -0.77
H  -4.86741  2.70025  1.26849  0.50
H  -2.08244  -0.61069  1.03606  0.42
H  0.12849  -0.25505  0.59893  0.23
H  2.35011  -0.59919  1.10003  0.55
H  5.11312  2.73221  1.27082  0.51
H  0.88889  3.49624  1.12656  0.59
H  -0.64349  3.47742  1.33305  0.46
Br  1.04305  -2.06780  -4.58787  -0.21
C  0.32085  -2.48983  -2.84363  -0.40
C  -0.26779  -3.76537  -2.62592  1.37
N  -0.30482  -4.69122  -3.59830  -0.38
C  -0.79402  -4.02356  -1.33136  -0.35
Br  -1.61851  -5.73758  -0.97690  -0.20
C  -0.69506  -3.04626  -0.34622  -0.47
N  -0.13153  -1.85515  -0.59342  -0.34
C  0.37956  -1.57439  -1.79983  -0.34
H  -0.76098  -5.58628  -3.46167  0.15
H  0.02532  -4.49888  -4.52775  0.15
H  -1.08048  -3.25006  0.65296  0.47
H  0.85571  -0.60734  -1.96156  0.43

Properties
- strongest force on any atom (eV/A) = 1.9
- 2S+1 = 1
- HOMO energy (eV) = -11.49
- energy relative to the best compared isomer or geometry (same formula, charge and spin) (kJ/mol) = 0.0
- charge = +1
- energy (eV) = -172771.5595

[3]
Here is 2 unconnected molecules or ions with the total composition C18H11ClN3O2S in a non-equilibrium geometry from OMol25. Energies are from ωB97M-V/def2-TZVPD.

Each line ends with the Mulliken charge.
CARTESIAN COORDINATES (ANGSTROEM)
C  -0.35675  -1.82346  1.24368  -0.71
C  -1.27036  -2.66643  0.70275  1.00
C  -2.64644  -2.74360  1.07880  -0.12
N  -3.77778  -2.83137  1.38229  -0.53
C  -0.85503  -3.73290  -0.14657  -0.07
N  -0.54473  -4.62917  -0.84590  -0.57
C  1.06837  -2.04858  1.03296  0.61
C  1.63925  -2.10315  -0.25899  -0.11
C  3.00543  -2.34912  -0.42975  -0.61
C  3.81464  -2.66386  0.66381  -0.36
C  3.25276  -2.65752  1.94571  -0.50
C  1.92726  -2.26570  2.13813  -0.45
H  -0.63396  -1.03776  1.97490  0.49
H  1.00946  -1.97208  -1.15007  0.42
H  3.43945  -2.31398  -1.42709  0.34
H  4.83819  -3.00172  0.50331  0.35
H  3.84583  -2.95521  2.81444  0.35
H  1.47574  -2.23081  3.13919  0.34
N  -3.60529  8.78539  -0.35727  -0.55
C  -3.13126  7.73366  -0.15860  0.08
C  -2.55432  6.44132  0.08733  0.33
C  -1.65019  5.88650  -0.81616  -0.61
C  -0.95855  4.71703  -0.51123  -0.31
C  -1.17670  4.08170  0.71671  0.14
S  0.00742  2.76748  1.27439  1.12
C  -0.63201  1.13664  0.86014  -0.56
Cl  -0.25878  0.64176  -0.74154  -0.24
O  1.17803  3.00260  0.46616  -0.68
O  0.05579  2.89724  2.71615  -0.69
C  -2.17628  4.56105  1.57548  -0.29
C  -2.86327  5.72812  1.24617  -0.59
H  -1.44596  6.38114  -1.75799  0.40
H  -0.21068  4.34079  -1.20978  0.39
H  -1.72880  1.11441  1.04745  0.38
H  -2.38513  4.05940  2.52148  0.38
H  -3.62167  6.11202  1.91880  0.41

Properties
- strongest force on any atom (eV/A) = 3.9
- 2S+1 = 1
- HOMO energy (eV) = -4.11
- charge = -1
- energy (eV) = -50765.8403

[4]
Here is a molecular structure, C18H11ErF6N5O4S2Se in a non-equilibrium geometry from OMol25. Energies are from ωB97M-V/def2-TZVPD.

Each line ends with the Löwdin spin population.
CARTESIAN COORDINATES (ANGSTROEM)
Er  -0.28537  0.27073  0.17902  3.02
F  -1.66936  -3.30232  3.04850  0.00
C  -1.82887  -2.36466  2.13304  0.00
F  -1.15693  -1.25733  2.48666  0.00
F  -3.10921  -2.06398  1.97875  0.00
S  -1.13745  -2.95517  0.53704  0.00
O  -1.14275  -1.67811  -0.26987  0.00
O  -1.96825  -4.00628  0.08756  0.00
N  0.34768  -3.40242  0.80622  0.00
S  1.56975  -2.41659  0.67415  0.00
O  1.21937  -1.04700  1.14397  0.00
O  2.76935  -2.98826  1.15482  0.00
C  1.83730  -2.10183  -1.15964  0.00
F  1.06228  -2.84356  -1.91940  0.00
F  3.10039  -2.29020  -1.45126  0.00
F  1.53897  -0.78908  -1.40438  0.00
C  2.94155  3.23739  1.74567  0.00
C  2.15039  4.21732  2.33622  0.00
C  0.80298  3.98627  2.52830  0.00
C  0.26039  2.76094  2.13999  0.00
N  1.02226  1.83854  1.53348  0.00
C  2.32686  2.06697  1.35254  0.00
C  -1.18822  2.44575  2.30711  0.00
C  -1.86990  2.99378  3.38975  0.00
C  -3.22943  2.75538  3.52940  0.00
C  -3.89499  1.97198  2.58771  0.00
C  -3.19189  1.41035  1.53327  0.00
C  -1.81792  1.61043  1.37227  -0.01
H  4.00053  3.37282  1.58619  0.00
H  2.58597  5.16072  2.63868  0.00
H  0.16375  4.73912  2.96468  0.00
H  2.89175  1.27148  0.87836  0.00
H  -1.34968  3.58564  4.13044  0.00
H  -3.77324  3.16823  4.36757  0.00
H  -4.95555  1.78762  2.68767  0.00
H  -3.73789  0.78081  0.83414  0.00
Se  0.42195  4.03877  -1.36869  0.00
N  -0.66274  4.18325  -2.77851  0.00
C  -1.16843  2.98350  -3.01208  0.00
C  -2.11940  2.61019  -4.02143  0.00
C  -2.52769  1.31432  -4.05376  0.00
C  -2.03701  0.35756  -3.10100  0.00
N  -1.14574  0.64329  -2.18337  0.00
C  -0.70768  1.94566  -2.15966  0.00
N  0.17410  2.26652  -1.22856  0.00
H  -2.49336  3.34408  -4.72101  0.00
H  -3.24487  0.97335  -4.78648  0.00
H  -2.41817  -0.65725  -3.12594  0.00

Properties
- strongest force on any atom (eV/A) = 1.8
- 2S+1 = 4
- HOMO energy (spin up / spin down) (eV) = -11.40 / -11.40
- charge = +1
- energy (eV) = -165423.0658